No. 1
The following is a DFT calculation (ωB97M-V/def2-TZVPD) of a 2-piece molecular cluster, C2H10N4O2 overall in a non-equilibrium geometry.

```
18
Properties=species:S:1:pos:R:3:forces:R:3
C 1.4505 -0.6193 0.7138 0.1013 0.0699 -0.3810
C 0.5102 0.5451 0.4166 -2.0264 -0.2733 0.6763
N 0.8300 0.6662 -1.6454 -1.4953 -0.6335 -0.6493
O 1.3440 -1.7176 -0.1586 0.0663 -0.1651 -0.1130
O 0.7112 1.6755 0.8311 -0.0618 -0.4713 -0.0772
H 0.4093 -1.9896 -0.1366 0.0266 0.0633 0.0761
H 1.3261 1.5426 -1.7522 -0.4381 -0.1544 -0.4392
H 1.3758 -0.1633 -1.8507 -0.1146 0.2045 -0.2978
H 1.2803 -0.9129 1.7598 -0.0406 0.1060 -0.0727
H 2.4701 -0.2390 0.6293 -0.1033 0.0384 0.1107
N -0.9238 0.1431 0.1511 0.4351 0.5189 0.1180
N -1.3131 -1.1976 0.3435 0.3197 -0.0527 0.4400
N -1.9069 1.0766 0.5594 0.3283 0.1250 0.1638
H -0.2029 0.5658 -1.9470 2.8240 0.6466 0.4730
H -1.6185 -1.3333 1.3081 -0.0614 -0.0174 -0.0985
H -2.1112 -1.3999 -0.2551 0.2232 0.1777 0.0980
H -1.4872 1.6876 1.2670 -0.0967 -0.1180 -0.2133
H -2.1440 1.6698 -0.2342 0.1137 -0.0645 0.1862
```
Positions in Å, forces in eV/Å.

F_max   2.94 eV/Å
E_LUMO   0.8 eV
HOMO-LUMO gap   0.3542 Ha
E_HOMO   -8.9 eV
Energy relative to the best compared isomer or geometry (same formula, charge and spin)   289.16 kJ/mol
SMILES string   NN(N)C(=O)CO.N


No. 2
The following is a DFT calculation (ωB97M-V/def2-TZVPD) of a 4-piece molecular cluster, C39H66N6O11PS overall in a non-equilibrium geometry.

```
124
Properties=species:S:1:pos:R:3:forces:R:3
C -2.1953 2.2880 -2.6952 1.0857 0.7340 0.5211
C -1.2484 1.4448 -1.7266 -0.3054 1.1936 0.6186
C -2.0164 0.3095 -0.9580 -0.7734 1.3375 -1.2443
N -1.2568 -0.5844 -0.0988 -1.7366 0.6206 0.0817
N -0.3263 -1.4665 -0.6798 2.2410 -1.1719 1.4836
C 0.6192 -1.7765 0.4057 0.1636 -1.0704 1.2588
N 1.7894 -1.1460 0.5261 -0.1944 -0.0384 -1.7120
C 2.7423 -1.4187 1.5969 0.3358 1.8716 3.0127
C 2.8231 -0.0791 2.5881 -2.7439 -2.0612 0.9259
C 2.7780 -0.4471 4.2061 1.1905 1.6825 -1.0261
O 1.6210 0.2199 3.3206 3.8209 0.9566 -2.7276
C 2.1640 -0.0812 -0.4558 0.5756 2.3339 -0.7267
C 1.5972 1.3594 -0.0350 0.5555 -0.5243 0.0197
C 3.7093 0.1296 -0.6722 0.2580 -0.8508 -0.6128
C 4.4398 -1.0052 -1.5036 0.4909 1.6317 -0.5144
C 5.8059 -0.3781 -2.0558 -0.8937 -0.6470 -0.4622
N 0.3137 -2.7142 1.3909 0.0181 0.5821 -3.0343
C -1.0472 -3.2590 1.4376 -1.7892 -0.6692 0.9899
C -1.0813 -4.6954 2.1482 1.3607 0.2631 -0.7259
C -0.2811 -4.7713 3.5031 -1.4372 -0.8528 -0.0125
C -1.8830 -2.3038 2.4056 -0.0266 -0.0661 0.6080
C -1.0133 -1.5802 3.5133 -1.6918 -0.2008 0.8313
C -1.9112 -1.5109 4.8297 1.1259 0.1953 0.8740
C -1.0485 -0.7931 5.9337 0.0846 0.7656 0.2645
O -1.1674 0.3688 6.2093 -0.2429 -0.5147 -0.5707
O -0.0670 -1.5200 6.6521 -0.5948 -0.4344 -1.3964
C -1.7196 -3.4893 0.0034 0.7221 -1.4126 0.1373
P -3.5881 -3.3020 0.0725 -1.5973 1.7891 -0.4296
N -4.1713 -1.9099 -0.4213 0.2342 -0.4598 0.8094
C -0.9383 -2.7635 -1.1388 -1.1068 -0.2214 -0.3810
C -1.6421 -2.6502 -2.5260 -0.1146 2.0201 -2.5821
C -1.1554 -1.6001 -3.4538 -1.6808 -1.4434 -0.8278
C -1.7683 -1.5027 -4.7789 -0.5902 -1.9621 2.2726
C -2.8129 -2.4798 -5.0765 0.7812 1.0060 -0.3946
N -3.2669 -3.4764 -4.2739 1.9109 1.7391 0.7259
C -2.6726 -3.5262 -3.0579 0.7901 0.0422 1.3014
S 0.4721 -3.9623 -1.6096 1.1329 -4.6578 -1.9994
C 1.8553 -3.0650 -2.4475 0.3327 0.1841 -0.3005
O 0.9400 -4.7999 -0.4913 0.1137 2.3781 0.2695
O 0.0096 -4.9073 -2.6466 -0.4150 2.2236 0.8055
H -2.0527 2.0110 -3.7692 -0.5007 -0.0374 0.9138
H -3.2597 2.2713 -2.3516 0.8545 -0.2087 -0.4961
H -1.8577 3.3747 -2.6008 -0.5610 -1.4623 -0.2508
H -0.9166 2.1943 -0.9474 -0.1732 -0.8406 -0.7406
H -0.3135 1.1328 -2.2584 -0.8299 -0.0663 0.3465
H -2.6766 -0.2284 -1.6962 0.8270 0.0567 1.0187
H -2.7571 0.8419 -0.2908 0.8089 -0.7068 -0.5178
H -0.9966 -0.2145 0.8103 0.1053 -0.1997 -0.4140
H 3.7856 -1.6552 1.2918 -0.9723 0.1989 -0.3709
H 2.4486 -2.1697 2.3605 -0.2047 0.3708 -1.0348
H 3.5087 0.7867 2.2633 -1.1793 -1.3177 0.7851
H 3.7205 0.2258 4.3008 -1.2634 0.6053 0.0584
H 2.2762 0.0988 5.0461 0.2161 -1.7569 0.4580
H 1.7459 -0.2596 -1.4800 0.1082 -0.5113 1.2224
H 2.3791 1.8505 0.6099 -1.0884 -0.3403 -0.3815
H 0.6040 1.2780 0.4623 0.9165 0.2322 -0.2348
H 1.4784 1.9980 -0.9500 0.1334 -0.7114 0.8455
H 3.8092 1.0620 -1.2990 -0.3255 -0.8781 0.7263
H 4.2965 0.3312 0.2612 -0.6862 -0.1179 -0.6274
H 4.6244 -1.9440 -0.9182 -0.2642 0.7502 -0.6285
H 3.8306 -1.1878 -2.4336 0.4447 -0.1722 1.1209
H 6.6147 -0.3887 -1.2884 -0.5650 0.1042 -0.7406
H 6.0854 -0.9636 -2.9761 0.1605 0.4799 1.1113
H 5.5976 0.6628 -2.4344 0.3417 -0.9495 0.6056
H 1.0514 -3.4029 1.5528 -0.2431 0.2697 0.1175
H -2.1683 -4.9576 2.2285 0.9785 0.1961 0.2760
H -0.6317 -5.4679 1.4588 -0.3898 0.9532 0.4452
H 0.6573 -4.1659 3.5414 -0.8111 -0.4306 -0.0588
H -0.0236 -5.8560 3.6803 -0.2089 1.5340 -0.1799
H -0.9973 -4.4938 4.3288 1.1005 0.0010 -0.5582
H -2.6321 -2.9632 2.9287 0.7697 0.6912 -0.4482
H -2.4739 -1.5086 1.8887 0.5257 -0.8030 0.0988
H -0.0938 -2.1290 3.8177 -0.5360 0.6129 -0.6317
H -0.8340 -0.5116 3.2195 0.3372 -1.0822 0.2198
H -2.8446 -0.9131 4.6759 0.8797 -0.4907 0.1627
H -2.1587 -2.5237 5.2373 0.1778 0.6889 -0.6405
H 0.8146 -1.3319 6.2795 -0.4644 0.0067 0.2366
H -1.5676 -4.5976 -0.1982 -0.2127 1.0502 0.1255
H -4.0656 -3.5221 1.4099 0.7897 -0.6557 -0.5842
H -4.2045 -4.3365 -0.7024 0.9474 -0.1540 0.5524
H -4.6780 -1.5088 0.3796 0.1939 0.1037 -0.6249
H -0.3432 -0.9074 -3.1501 -0.7999 -0.5294 -0.2270
H -1.4941 -0.7463 -5.5419 -0.1364 -0.6376 0.7910
H -3.2815 -2.4097 -6.0932 0.3779 -0.1881 1.1237
H -3.0053 -4.3669 -2.3954 0.2861 0.8016 -0.8542
H 2.0897 -3.5854 -3.4189 -0.7233 0.1612 1.1159
H 2.7802 -3.1437 -1.8273 -1.0086 0.3320 -0.2149
H 1.5618 -2.0233 -2.7182 0.2834 -0.7938 0.5413
O 0.4044 -7.2633 4.9157 0.4865 -0.0846 0.0887
C 1.5610 -7.4342 5.1899 -0.4786 -0.4338 -0.0209
O 2.5788 -6.7308 4.6300 -0.3421 0.0314 0.0446
C 3.8352 -7.2544 5.0914 0.4560 -0.0269 0.0230
C 3.5168 -7.9645 6.3907 0.1825 -0.1886 0.3430
C 2.1035 -8.4657 6.1478 0.3924 0.2448 0.3164
H 4.2289 -7.9341 4.3312 -0.0583 0.0261 0.0040
H 4.5418 -6.4372 5.2331 -0.1690 0.0756 -0.1735
H 4.2277 -8.7533 6.6353 0.0058 0.0690 -0.0768
H 3.5146 -7.2466 7.2148 0.0338 -0.0379 -0.0592
H 2.0950 -9.4424 5.6598 -0.1467 0.0231 0.0278
H 1.5206 -8.4911 7.0662 -0.2094 -0.1634 -0.2256
O -3.3597 5.1480 -0.8629 0.3605 -0.1942 -0.3086
C -2.9564 5.9407 -1.6700 -0.2361 -0.0458 0.6113
O -1.8570 5.7351 -2.4388 -0.3123 -0.1370 0.1508
C -1.5855 6.9203 -3.2158 0.2389 0.1948 -0.1689
C -2.9048 7.6602 -3.2798 -0.2393 0.2646 -0.1943
C -3.5442 7.3016 -1.9498 -0.0105 0.0556 -0.5719
H -0.8103 7.4952 -2.7125 -0.0880 -0.0791 -0.0181
H -1.2273 6.6360 -4.2054 0.0658 -0.2016 0.1582
H -2.7889 8.7285 -3.4367 0.0846 -0.1115 0.0157
H -3.5139 7.2635 -4.0976 0.0433 -0.0033 0.0396
H -3.2447 7.9882 -1.1554 -0.0895 -0.0763 0.0577
H -4.6287 7.2502 -2.0237 0.0479 -0.0297 0.3513
O 0.1161 9.3818 -3.4058 -0.5154 0.3468 -0.0017
C -0.3767 10.3279 -3.9587 0.6251 -0.3806 -0.1037
O -1.7101 10.5827 -3.9827 0.3136 -0.0480 0.1529
C -1.9687 11.7241 -4.8171 -0.2937 0.3386 -0.2117
C -0.6611 12.4858 -4.8636 0.1956 0.3684 -0.1275
C 0.3664 11.3720 -4.7569 -0.2068 0.4957 0.1229
H -2.2800 11.3706 -5.8034 0.0235 -0.0347 0.0494
H -2.7739 12.3175 -4.3855 -0.0327 -0.2501 0.0806
H -0.5530 13.1005 -5.7569 -0.0857 -0.0509 0.0315
H -0.5826 13.1415 -3.9928 -0.0373 -0.0260 -0.0655
H 0.6211 10.9568 -5.7341 0.0959 -0.0651 0.0869
H 1.2628 11.6987 -4.2337 0.0934 -0.3153 -0.1172
```
Positions in Å, forces in eV/Å.

F_max   5.19 eV/Å
Total charge   +1
E_LUMO   -3.3 eV
HOMO-LUMO gap   0.2711 Ha
E_HOMO   -10.7 eV


No. 3
The following is a DFT calculation (ωB97M-V/def2-TZVPD) of C45H61CoN2OP2S2 as an isolated structure in a non-equilibrium geometry.

```
114
Properties=species:S:1:pos:R:3:forces:R:3
Co -0.4976 0.4329 -0.8356 -1.1126 0.2099 -3.8351
S -0.4959 7.2140 1.1056 -1.6905 0.6650 0.6570
C 0.9672 8.0185 0.9315 1.2125 -1.1750 -0.6686
C 1.8959 7.1255 0.4186 0.0958 0.7462 0.2001
C 1.3801 5.8428 0.1935 -0.6405 -0.3139 0.1008
C 0.0318 5.7168 0.5303 1.4246 -0.8785 -0.6453
C -0.8030 4.4890 0.4097 1.0158 -0.2675 -0.2912
C -0.2110 3.2075 -0.1215 -3.1991 4.3025 0.0799
N -0.9487 2.1570 -0.2173 -2.3516 1.3167 0.2813
C -2.3114 2.1472 0.1583 1.7814 0.9967 -0.1202
C -2.9399 3.2784 0.6562 1.0498 1.6051 0.1733
C -4.3024 3.1947 1.0105 -1.2054 -1.8191 -0.1824
C -5.0012 1.9724 0.8554 0.9440 1.9463 0.3010
C -4.3349 0.8383 0.3465 -0.8235 -1.7308 -0.2289
C -4.9697 -0.4860 0.1452 1.1686 1.7243 0.1582
C -4.2424 -1.5268 -0.3537 0.7716 -0.6279 -0.3294
C -2.7900 -1.3035 -0.6939 -3.3508 0.2001 1.1547
N -2.2639 -0.1433 -0.5092 -2.2354 1.1205 0.4958
C -2.9955 0.9507 0.0064 -0.0381 -2.0614 -0.5636
C -4.8724 -2.8611 -0.5582 1.5382 -0.6454 -0.5967
C -4.2513 -4.0071 -1.0565 -0.0447 0.5393 0.3086
C -5.1031 -5.1162 -1.1349 -0.6394 -0.4367 0.0585
C -6.3954 -4.8594 -0.7027 1.6675 -0.3299 -0.5629
S -6.4801 -3.2530 -0.2227 -1.5347 0.9824 0.6929
C -2.1163 4.5048 0.7785 -0.9056 -1.9537 -0.2495
H 1.1559 9.0549 1.1766 -0.3721 -0.1391 0.0597
H 2.9230 7.3949 0.2118 -0.0664 0.0242 0.0208
H 1.9896 5.0444 -0.2039 -0.0233 -0.0557 -0.0262
H 0.8255 3.1455 -0.4268 -1.5670 1.4089 -0.8077
H -4.8182 4.0623 1.4019 0.0261 -0.0292 -0.0166
H -6.0469 1.9131 1.1291 0.0409 -0.0008 -0.0144
H -6.0173 -0.6032 0.4032 0.0996 0.0197 -0.0297
H -2.1723 -2.0980 -1.0922 -0.3849 0.3555 0.3099
H -3.2158 -4.0603 -1.3593 -0.4757 -0.1189 0.3330
H -4.7829 -6.0835 -1.4986 -0.0576 0.0301 0.0255
H -7.2074 -5.5733 -0.6797 -0.0848 0.3719 0.1276
H -2.5821 5.4054 1.1657 0.0339 -0.0778 -0.0548
C -0.7031 -4.2032 -0.6752 0.3428 0.0729 0.4124
C -0.3708 -3.4236 -1.9526 -0.4630 -0.5601 0.0348
C -1.5779 -3.5109 -2.8936 0.0843 0.3159 -0.6003
P 0.0479 -1.6583 -1.5850 1.5317 -0.8027 -0.8062
C 0.8245 -0.9770 -3.1214 -2.9018 0.8804 -1.9469
C -0.2032 -0.1413 -3.8944 0.2282 -1.3238 -1.7775
C 1.4771 -1.9857 -4.0618 -0.7951 -0.8132 -1.3003
C 1.4347 -1.7443 -0.3628 1.3437 -1.0059 -0.6559
C 2.6860 -2.4750 -0.8322 0.4786 -1.8800 1.0478
C 1.8020 -0.3431 0.1379 2.2690 -10.6220 2.2849
H -1.0210 -5.2239 -0.9174 0.0259 0.2189 -0.0537
H -1.5102 -3.7293 -0.1046 0.1343 -0.1637 0.0283
H 0.1669 -4.2936 -0.0173 -0.0977 0.0065 -0.0248
H 0.4789 -3.9209 -2.4304 0.0707 0.2677 0.0005
H -2.4673 -3.0417 -2.4565 0.4376 -0.1826 -0.6934
H -1.8255 -4.5575 -3.1050 0.0853 0.1561 0.1000
H -1.3890 -3.0280 -3.8560 -0.0160 -0.0360 0.0517
H 1.6059 -0.2783 -2.8017 -2.6764 0.2802 -0.9064
H -1.0357 -0.7494 -4.2640 -0.0558 0.1747 0.0968
H 0.2652 0.3399 -4.7605 -0.0342 -0.1344 0.0850
H -0.6239 0.6543 -3.2683 0.3207 -0.1513 -1.5505
H 0.7434 -2.6400 -4.5420 -0.0008 0.1364 0.0643
H 2.2070 -2.6218 -3.5557 -0.3678 -0.4176 -0.4874
H 2.0094 -1.4625 -4.8648 -0.0969 -0.0727 0.1242
H 1.0446 -2.2842 0.5079 0.7178 -0.0894 -0.9593
H 3.2072 -1.9263 -1.6231 -0.5934 -3.1690 2.8193
H 2.4626 -3.4807 -1.2004 -0.0123 -0.0384 0.1387
H 3.3935 -2.5860 -0.0021 -0.1814 -0.2378 0.2203
H 2.2340 0.2783 -0.6537 2.1590 -6.3139 6.5721
H 2.5401 -0.4062 0.9454 0.0942 -0.3003 0.2634
H 0.9266 0.1829 0.5361 -0.7437 0.8997 0.3013
C 1.8328 -0.9232 7.1140 0.2266 0.0610 0.0200
C 1.3985 -0.9434 5.6776 -0.0297 0.1144 -0.0147
C 1.6105 0.1611 4.8488 -0.3117 -0.3836 -0.6951
C 1.1928 0.1592 3.5058 0.1640 0.3603 1.6197
C 1.4790 1.3830 2.6762 -0.6115 -0.9115 6.1831
C 0.5275 -0.9782 2.9954 -0.7550 0.1244 -2.0196
C 0.0553 -1.0256 1.5795 -0.6454 -7.4350 8.4572
O -0.0298 -0.0481 0.8469 -6.7408 5.3800 0.1830
C 0.2975 -2.0987 3.8281 0.4020 -0.2995 1.2953
C -0.4110 -3.3389 3.3515 -0.0791 0.0944 -0.0039
C 0.7408 -2.0629 5.1615 -0.1298 0.2810 -0.9074
H 2.4950 -0.0761 7.3206 -0.1670 -0.1228 -0.0292
H 2.3830 -1.8379 7.3582 -0.1816 0.1066 0.0755
H 0.9590 -0.8435 7.7683 0.1546 -0.0818 0.0110
H 2.1139 1.0388 5.2523 -0.0894 -0.1505 -0.1076
H 2.0911 2.1063 3.2266 -0.5220 -0.5262 0.5056
H 0.5469 1.8881 2.4050 0.1834 -0.1513 0.0085
H 2.0427 1.1161 1.7767 2.4340 0.4851 6.9993
H -0.2397 -2.0124 1.1916 -0.8863 0.7932 0.7754
H -1.3975 -3.0864 2.9496 0.0920 -0.1122 -0.1357
H -0.5709 -4.0518 4.1677 0.1417 0.2245 -0.1441
H 0.1848 -3.8455 2.5857 -0.1740 -0.0678 -0.0723
H 0.5667 -2.9182 5.8134 -0.0061 0.1310 -0.1875
C 3.0469 2.3730 0.9369 0.8250 0.8865 -0.3786
C 1.7391 1.7307 0.5113 1.2881 5.1877 -4.3062
P 1.6443 1.1333 -1.2309 -5.1406 10.9938 -5.0573
C 3.1431 0.0689 -1.3347 7.9312 0.0331 -6.4560
C 3.1543 -0.8184 -2.5677 2.9339 1.4415 -1.3480
C 2.1498 2.6391 -2.1619 0.1482 0.1343 -0.7672
C 1.8561 2.5413 -3.6492 -0.0664 0.2729 -0.4723
H 2.9821 2.6853 1.9848 0.5155 0.2764 -0.9473
H 3.2778 3.2638 0.3451 0.0392 -0.2108 -0.0765
H 3.8898 1.6802 0.8548 0.1115 0.0342 0.0085
H 0.9262 2.4493 0.6663 2.0146 -1.6316 1.6959
H 1.5324 0.8804 1.1712 -1.8067 1.6726 -4.5653
H 3.1646 -0.5801 -0.4516 2.8240 -0.2180 -1.3222
H 4.0561 0.6725 -1.3108 -0.0737 0.3228 -0.0258
H 2.2566 -1.4439 -2.6227 3.5974 0.7900 0.7815
H 4.0235 -1.4840 -2.5405 0.7149 0.8606 -0.6964
H 3.2177 -0.2352 -3.4901 0.0846 0.2235 -0.0517
H 3.2126 2.8548 -2.0130 -0.0530 -0.0751 0.1452
H 1.5904 3.4930 -1.7629 0.3321 -0.0997 -0.3050
H 2.4476 1.7589 -4.1319 -0.0456 0.0610 -0.0088
H 2.1020 3.4884 -4.1412 -0.0605 -0.2093 -0.0232
H 0.7975 2.3320 -3.8385 0.2048 0.1264 0.0237
H -0.9093 0.8562 -2.3165 -0.1412 0.2147 3.1378
```
Positions in Å, forces in eV/Å.

F_max   13.15 eV/Å
Total charge   +2
E_LUMO (alpha / beta)   -5.9 / -6.3 eV
HOMO-LUMO gap (alpha / beta)   0.1883 / 0.2311 Ha
E_HOMO (alpha / beta)   -11.0 / -12.6 eV
2S+1   5